Molecular formula: C3H9O2P
Method: DFT, ωB97M-V/def2-TZVPD

LUMO level ... 0.0275 Eh
Charge ... 0
HOMO ... -9.57 eV
Relative energy (zero: lowest compared OMol25 entry of this formula, charge and spin) ... 0.438 eV
Multiplicity ... 1
SMILES ... CP(C)(=O)CO

Each line ends with the Löwdin charge.
Atoms and positions in Å:
C -1.8497 0.2448 -0.0143  -0.17
P -0.1970 -0.4454 -0.3649  0.54
C 0.5874 0.7274 -1.5246  -0.15
O -0.2667 -1.8073 -0.8110  -0.36
C 0.7134 -0.3763 1.2626  -0.33
O 2.1461 -0.3730 1.2373  -0.12
H -2.0306 0.4106 1.0931  0.07
H -1.9500 1.1066 -0.6119  0.01
H -2.6248 -0.4759 -0.3151  0.06
H 1.2214 0.2483 -2.2038  0.03
H -0.0501 1.3165 -2.1621  0.05
H 1.0539 1.2841 -0.7008  0.05
H 0.3776 0.6363 1.7798  0.12
H 0.3760 -1.2410 1.9333  0.12
H 2.4931 -1.2556 1.4024  0.08

=====

Molecular formula: C3H9O2PS2
Method: DFT, ωB97M-V/def2-TZVPD

LUMO level (spin up / spin down) ... 0.0135 / -0.0696 Eh
Charge ... 0
⟨S²⟩ ... 2.01
HOMO (spin up / spin down) ... -6.30 / -9.15 eV
Multiplicity ... 3

Each line ends with the Löwdin spin population.
Atoms and positions in Å:
C -2.4174 0.9015 -0.0119  0.00
C -1.3865 -0.0981 -0.6436  0.00
C 0.1003 0.0213 -0.3912  0.02
O 0.7729 -2.1449 1.1437  0.16
O 0.7755 -1.0315 -1.0075  0.17
P 1.6175 -2.0939 -0.2471  0.63
S 3.0184 1.6385 -0.3344  0.29
S 3.8363 0.2672 0.9059  0.71
H -2.0603 1.3669 0.9513  0.00
H -2.7546 1.5777 -0.8703  0.00
H -3.1693 0.1901 0.2152  0.00
H -1.4431 -0.2840 -1.7156  0.00
H -1.5656 -1.0520 -0.3155  0.00
H 0.5568 0.9850 -0.8516  0.01
H 0.4482 0.1973 0.7235  0.00
H 1.0974 -2.7488 1.7264  0.00
H 2.5735 2.3077 0.7227  0.00

=====

Molecular formula: C3H9O2S
Method: DFT, ωB97M-V/def2-TZVPD

LUMO level ... 0.1225 Eh
Charge ... -1
HOMO ... -3.28 eV
Relative energy (zero: lowest compared OMol25 entry of this formula, charge and spin) ... 1.211 eV
Multiplicity ... 1

Each line ends with the Löwdin charge.
Atoms and positions in Å:
C 1.1954 0.6196 0.0031  -0.46
O 0.4042 1.1840 0.9558  -0.33
C 0.4406 -0.3999 -0.9535  -0.28
C -0.5839 -1.1787 -0.1646  -0.56
S 0.0693 -2.4936 1.0144  0.63
H 1.8908 -0.0451 0.5250  0.07
H 1.7519 1.2621 -0.7413  0.09
H -0.0426 0.1910 -1.7377  0.09
H 1.2540 -1.0237 -1.3908  0.09
H -1.4935 -1.3453 -0.7528  0.06
H -0.7526 -0.5863 0.7413  0.01
H 0.9316 -2.8491 0.0438  -0.18
H -2.4609 2.0848 0.7465  -0.03
H -0.9239 1.9510 0.9517  -0.02
O -1.6805 2.6292 0.7591  -0.17

=====

Molecular formula: C3H9O2S
Method: DFT, ωB97M-V/def2-TZVPD

LUMO level (spin up / spin down) ... 0.0256 / -0.0838 Eh
Charge ... 0
⟨S²⟩ ... 0.75
HOMO (spin up / spin down) ... -9.23 / -9.22 eV
Relative energy (zero: lowest compared OMol25 entry of this formula, charge and spin) ... 0.774 eV
Multiplicity ... 2

Each line ends with the Löwdin spin population.
Atoms and positions in Å:
C -0.6635 -1.3722 -0.0064  0.09
O -0.8856 -0.3752 0.9596  0.81
C 0.7936 -1.4101 -0.4809  0.00
C 1.6669 -0.2629 0.0020  0.00
S 1.5198 1.4485 -0.6759  0.00
H -1.4436 -1.0253 -0.7136  0.04
H -0.9089 -2.3447 0.4994  0.04
H 1.3768 -2.2711 -0.1130  0.00
H 0.6483 -1.5959 -1.5411  0.00
H 2.6885 -0.5337 -0.2878  0.00
H 1.5900 -0.2306 1.1091  0.00
H 0.4169 1.8907 -0.1233  0.00
H -3.6261 -0.4128 0.9836  0.00
H -2.3254 0.3252 0.8723  0.00
O -3.2970 0.4516 0.6926  0.01